[1]
Below is 6 unconnected molecules or ions with the total composition C27H27N6O12, with properties calculated with ωB97M-V with the def2-TZVPD basis set.

Its net charge is -1. For the energy above the lowest of the compared OMol25 structures with the same formula, charge and spin, the calculation gives 0.0 kJ/mol. The spin multiplicity is 1. Its lowest unoccupied orbital energy is 0.6 eV.

Atoms and positions in Å:
N 0.569 -1.046 -1.199
O 1.505 -1.945 -1.140
O 0.715 -0.189 -2.063
O -0.392 -1.149 -0.356
C 2.221 0.481 1.680
C 1.342 1.674 1.545
C 0.894 2.376 2.965
C 1.366 1.682 4.330
C 2.284 0.534 4.351
C 2.810 0.044 2.937
N 0.640 2.152 5.499
O 0.476 3.430 5.721
O 0.243 1.351 6.228
H 2.571 -0.125 0.912
H 0.867 1.849 0.470
H 0.142 3.193 3.025
H 2.976 0.036 5.276
H 3.255 -1.071 2.849
C -2.418 0.514 3.577
C -3.161 -0.271 4.596
C -3.774 -1.609 4.223
C -3.604 -2.031 2.741
C -2.744 -1.223 1.861
C -2.299 0.209 2.262
N -4.011 -3.474 2.426
O -4.506 -3.662 1.230
O -3.903 -4.294 3.245
H -1.755 1.278 3.881
H -3.209 0.004 5.651
H -4.271 -2.167 5.103
H -2.395 -1.603 0.821
H -1.540 0.567 1.670
C 4.290 0.359 -3.066
C 5.452 0.631 -3.986
C 5.974 2.027 -4.152
C 5.416 3.158 -3.275
C 4.290 2.784 -2.193
C 3.849 1.415 -2.233
N 5.995 4.459 -3.355
O 6.859 4.689 -4.222
O 5.606 5.358 -2.516
H 3.978 -0.523 -2.983
H 5.836 -0.050 -4.617
H 6.808 2.318 -4.751
H 3.805 3.701 -1.661
H 2.974 1.131 -1.466
C -4.072 1.790 -1.822
C -4.063 2.937 -2.927
C -2.798 3.774 -2.853
C -1.632 3.315 -1.949
C -1.714 1.853 -1.396
C -2.991 1.177 -1.276
N -0.358 4.111 -1.693
O -0.338 5.245 -2.223
O 0.608 3.525 -1.310
H -5.100 1.345 -1.850
H -4.803 3.284 -3.659
H -2.425 4.730 -3.434
H -0.814 1.709 -0.589
H -2.964 0.151 -0.897
C -2.497 -6.088 -0.095
O -2.799 -7.266 0.023
N -1.713 -5.504 -1.006
C -1.214 -4.175 -0.847
C -1.172 -6.368 -2.158
H -2.871 -5.401 0.584
H -1.710 -3.488 -1.548
H -0.260 -4.071 -1.342
H -1.165 -3.816 0.052
H -1.776 -6.123 -3.052
H -1.210 -7.495 -2.126
H -0.174 -6.121 -2.448



[2]
Below is a molecular structure, C27H27OPSn, with properties calculated with ωB97M-V with the def2-TZVPD basis set.

For the energy above the lowest of the compared OMol25 structures with the same formula, charge and spin, the calculation gives 242.5 kJ/mol. The spin multiplicity is 1. Its lowest unoccupied orbital energy (spin up / spin down) is -0.1 / 0.1 eV.

Atoms and positions in Å:
C 2.075 2.328 -0.279
C 4.253 1.769 -2.769
C 3.143 1.738 0.499
H 1.633 3.112 0.357
C 4.740 0.671 -2.182
H 4.238 1.799 -3.868
H 2.793 1.301 1.441
H 4.974 -0.200 -2.811
C 4.563 1.559 0.251
H 4.973 1.243 1.235
H 5.108 2.477 -0.020
C 2.291 2.964 -1.675
H 1.910 3.993 -1.628
H 1.671 2.419 -2.413
C 3.740 3.044 -2.162
H 4.378 3.446 -1.371
H 3.749 3.780 -2.980
C 4.945 0.400 -0.722
H 6.012 0.154 -0.549
H 4.372 -0.499 -0.426
Sn 0.914 -0.760 -0.023
H 1.272 1.527 -0.389
O -0.951 -1.150 -2.372
C -0.977 -0.408 -1.413
C -1.922 0.640 -1.070
C -2.358 1.454 -2.123
C -3.341 2.405 -1.901
C -3.883 2.555 -0.619
C -3.468 1.740 0.436
C -2.471 0.775 0.245
P -2.093 -0.317 1.705
C -3.406 -1.548 1.514
C -4.064 -1.962 2.690
C -5.049 -2.944 2.614
C -5.393 -3.496 1.370
C -4.756 -3.066 0.204
C -3.773 -2.076 0.265
C -0.624 -1.468 1.739
C -0.525 -2.607 0.871
C 0.717 -3.260 0.739
C 1.802 -2.868 1.544
C 1.605 -1.954 2.591
C 0.393 -1.297 2.734
H -1.933 1.311 -3.117
H -3.675 3.031 -2.737
H -4.658 3.305 -0.451
H -3.933 1.841 1.420
H -3.791 -1.495 3.641
H -5.557 -3.272 3.518
H -6.167 -4.257 1.314
H -5.031 -3.487 -0.767
H -3.297 -1.715 -0.651
H -1.397 -2.932 0.302
H 0.823 -4.052 0.001
H 2.796 -3.296 1.368
H 2.419 -1.761 3.296
H 0.189 -0.638 3.585



[3]
Below is 11 unconnected molecules or ions with the total composition C27H28BrCl40N3O5P, with properties calculated with ωB97M-V with the def2-TZVPD basis set.

Its net charge is +1. The spin multiplicity is 1. Its lowest unoccupied orbital energy is -4.6 eV.

Atoms and positions in Å:
C -1.164 -0.088 5.256
C -2.339 0.952 5.170
C -3.576 0.225 4.589
O -4.252 -0.434 5.325
O -3.931 0.240 3.245
C -3.371 1.337 2.517
C -4.067 1.384 1.115
C -3.102 1.230 -0.070
C -2.907 2.294 -1.040
C -3.633 3.628 -0.893
O -3.478 4.131 0.441
C -3.579 5.559 0.455
C -1.955 1.948 -2.076
C -1.648 3.046 -3.128
Br -3.268 3.494 -4.188
C -0.959 4.315 -2.497
C 0.477 4.523 -3.108
N -1.291 0.832 -2.277
N -1.476 -0.124 -1.394
C -0.710 -1.386 -1.665
O -0.348 -1.445 -3.039
C -0.718 -2.744 -3.512
C 0.111 -3.971 -3.121
O -1.694 -2.830 -4.191
C -2.306 0.059 -0.347
P -2.488 -1.359 0.907
N -3.955 -1.912 0.763
H -0.461 0.029 4.407
H -1.560 -1.127 5.220
H -0.642 0.022 6.225
H -2.607 1.213 6.226
H -2.077 1.905 4.677
H -2.260 1.270 2.420
H -3.586 2.293 3.043
H -4.633 2.332 1.034
H -4.818 0.568 1.062
H -3.334 4.404 -1.615
H -4.721 3.430 -1.069
H -4.013 5.870 1.430
H -4.275 5.939 -0.324
H -2.597 6.065 0.330
H -0.940 2.657 -3.886
H -0.788 4.088 -1.422
H -1.564 5.233 -2.636
H 0.460 5.208 -3.980
H 1.178 4.881 -2.326
H 0.915 3.571 -3.481
H 0.227 -1.308 -1.087
H -1.312 -2.284 -1.437
H 1.178 -3.755 -2.937
H -0.312 -4.329 -2.143
H -0.047 -4.809 -3.821
H -2.181 -0.906 2.227
H -1.589 -2.424 0.656
H -4.480 -1.404 0.054
C 2.015 -4.506 -7.027
Cl 1.911 -6.101 -7.784
Cl 3.230 -4.544 -5.735
Cl 2.477 -3.304 -8.239
Cl 0.441 -4.076 -6.337
C 1.415 -6.497 -0.473
Cl 1.852 -6.353 -2.180
Cl 2.841 -6.201 0.531
Cl 0.159 -5.298 -0.079
Cl 0.797 -8.122 -0.160
C 1.255 -12.220 -0.611
Cl 1.700 -12.092 -2.319
Cl 2.681 -11.920 0.396
Cl 0.004 -11.018 -0.238
Cl 0.630 -13.840 -0.281
C -2.065 4.563 7.385
Cl -3.308 5.001 8.562
Cl -1.371 2.989 7.814
Cl -2.796 4.469 5.771
Cl -0.790 5.788 7.387
C 3.081 7.250 -4.111
Cl 1.775 7.583 -2.957
Cl 3.808 5.676 -3.742
Cl 2.420 7.225 -5.753
Cl 4.310 8.511 -3.984
C 5.843 11.044 -1.004
Cl 6.346 10.900 -2.698
Cl 4.740 9.719 -0.598
Cl 7.269 10.965 0.041
Cl 5.019 12.591 -0.764
C 2.366 -0.404 1.537
Cl 0.614 -0.504 1.217
Cl 3.179 0.229 0.101
Cl 2.646 0.673 2.907
Cl 2.979 -2.018 1.908
C 1.667 8.334 2.117
Cl 0.120 9.176 2.296
Cl 1.801 7.690 0.469
Cl 2.992 9.463 2.419
Cl 1.750 6.999 3.279
C 1.644 -11.506 4.498
Cl 0.851 -11.375 2.921
Cl 0.742 -12.632 5.523
Cl 3.297 -12.103 4.277
Cl 1.690 -9.912 5.269
C 5.289 -8.368 -2.327
Cl 4.515 -8.202 -3.912
Cl 4.372 -9.514 -1.340
Cl 6.944 -8.956 -2.538
Cl 5.319 -6.791 -1.519



Number 3 is which compound? C27H28BrCl40N3O5P